{
  "formula": "C2H3F2N",
  "method": "wB97M-V/def2-TZVPD",
  "symbols": ["C", "C", "N", "F", "F", "H", "H", "H"],
  "positions_angstrom": [[0.250, 0.069, -0.548], [-1.100, 0.435, 0.430], [-1.176, -0.282, -0.817], [-1.624, 1.669, 0.470], [-1.640, -1.598, -0.693], [0.296, 0.724, -1.374], [1.088, -0.569, -0.406], [-1.170, -0.110, 1.434]],
  "forces_ev_per_angstrom": [[-4.2067, 0.8697, 1.0148], [3.1261, -1.9869, -0.7477], [-0.7215, 0.5117, 0.8180], [0.0052, -0.2715, -0.1733], [0.3417, -0.3128, 0.4357], [1.2131, 1.2037, -0.4109], [0.0825, -0.6985, 0.8327], [0.1595, 0.6846, -1.7692]],
  "nbo_charge": [-0.33, 0.32, -0.06, -0.32, -0.25, 0.23, 0.23, 0.20],
  "smiles": "F[C@@H]1CN1F",
  "e_tot_ha": -332.3367,
  "e_homo_ev": -9.9,
  "de_lowest_kcal_mol": 76.0
}